Record 1
{"formula": "C43H42N11O6Rb", "method": "ωB97M-V/def2-TZVPD", "elements": ["Rb", "O", "C", "O", "C", "C", "C", "C", "C", "N", "C", "O", "O", "H", "H", "H", "N", "C", "C", "N", "C", "C", "N", "C", "C", "N", "H", "H", "H", "H", "H", "H", "C", "C", "C", "C", "C", "C", "C", "N", "C", "C", "C", "C", "C", "C", "C", "N", "C", "C", "C", "C", "H", "H", "H", "H", "H", "H", "H", "H", "H", "H", "H", "H", "H", "H", "H", "H", "H", "H", "H", "H", "H", "H", "H", "H", "O", "N", "N", "O", "C", "C", "C", "C", "C", "C", "H", "H", "H", "H", "H", "N", "C", "C", "C", "C", "C", "N", "C", "H", "H", "H", "H"], "positions_angstrom": [[-0.966496, 0.965570, -0.618935], [1.868355, -2.403520, 4.729245], [1.456426, -2.296633, 3.552798], [0.340924, -2.605138, 3.095513], [2.484146, -1.676467, 2.579001], [3.825025, -1.689796, 2.965987], [4.767872, -1.083561, 2.160739], [4.343107, -0.473488, 0.992720], [2.996523, -0.549134, 0.652484], [2.084788, -1.145502, 1.423785], [2.579413, 0.058897, -0.687211], [3.324196, 1.013631, -1.098341], [1.610968, -0.389916, -1.302917], [4.074813, -2.165286, 3.902429], [5.815670, -1.073592, 2.442115], [5.018025, 0.045666, 0.327836], [2.948479, 3.643639, -0.265082], [3.495365, 4.478738, 0.667335], [2.832074, 5.667403, 0.534291], [1.889552, 5.581349, -0.454446], [1.985309, 4.349313, -0.913864], [1.164192, 3.754660, -1.974364], [0.101842, 4.310221, -2.518790], [-0.372923, 3.383628, -3.406616], [0.414784, 2.264563, -3.401448], [1.400776, 2.512567, -2.484671], [3.197942, 2.650442, -0.430256], [4.280089, 4.154801, 1.329245], [2.977560, 6.576328, 1.096316], [-1.266430, 3.563455, -3.982431], [0.356653, 1.329516, -3.930621], [2.131959, 1.852383, -2.179606], [3.413017, 0.971360, 5.738737], [1.981208, 1.437147, 6.027132], [1.356319, 0.476253, 7.040433], [2.008951, 2.841253, 6.648182], [1.197407, 1.499144, 4.713361], [1.572830, 2.402279, 3.723957], [0.818785, 2.496088, 2.570781], [-0.264873, 1.764127, 2.328698], [-0.615597, 0.859116, 3.242741], [0.090847, 0.704974, 4.440060], [-1.834510, 0.031476, 2.931823], [-2.304324, -0.943979, 3.809810], [-3.437367, -1.673192, 3.490399], [-4.070011, -1.373877, 2.284524], [-3.528510, -0.410537, 1.453079], [-2.432002, 0.275801, 1.769145], [-3.969681, -2.788012, 4.385820], [-3.162837, -2.925443, 5.677473], [-5.431944, -2.497438, 4.747247], [-3.880730, -4.116870, 3.622944], [4.011535, 1.020967, 6.653104], [3.892964, 1.592229, 4.979880], [3.403203, -0.056231, 5.379853], [1.961064, 0.478278, 7.951137], [1.326774, -0.540812, 6.654999], [0.343795, 0.787958, 7.310499], [2.551428, 2.815346, 7.597070], [0.995225, 3.199887, 6.840153], [2.502953, 3.562410, 5.995929], [2.436711, 3.044508, 3.839783], [1.094140, 3.211521, 1.800923], [-0.204860, -0.055404, 5.142742], [-1.755269, -1.162853, 4.709353], [-4.955072, -1.909577, 1.964211], [-3.959659, -0.178421, 0.483000], [-3.198868, -2.009449, 6.271690], [-2.117676, -3.162468, 5.471005], [-3.581533, -3.734993, 6.280263], [-5.515006, -1.550886, 5.285719], [-5.825614, -3.293671, 5.384718], [-6.060304, -2.433933, 3.858180], [-2.838661, -4.353659, 3.402316], [-4.423994, -4.073846, 2.677751], [-4.301210, -4.925583, 4.227432], [-3.428396, -0.004261, -2.202362], [-4.125343, 0.859763, -2.788725], [-4.157971, 2.013582, -2.191628], [-3.545755, 2.290399, -1.080900], [-4.866668, 3.046902, -2.862350], [-4.766055, 4.332733, -2.343664], [-5.421176, 5.381272, -2.973748], [-6.180276, 5.160867, -4.113240], [-6.278315, 3.869529, -4.621652], [-5.629595, 2.812170, -4.007510], [-4.159069, 4.471114, -1.461201], [-5.327256, 6.382083, -2.569380], [-6.686994, 5.982905, -4.604136], [-6.866868, 3.681789, -5.512266], [-5.697332, 1.809688, -4.401283], [-4.538290, -5.277344, -2.646716], [-3.809200, -4.705186, -1.964319], [-2.881069, -4.011942, -1.116494], [-2.384570, -4.628429, 0.034727], [-1.481272, -3.935597, 0.810936], [-1.109755, -2.653798, 0.415235], [-1.589138, -2.060757, -0.676679], [-2.455534, -2.721676, -1.434331], [-2.705091, -5.630044, 0.293814], [-1.038037, -4.348663, 1.706301], [-0.374896, -2.114567, 1.005568], [-2.847936, -2.197180, -2.297702]], "atomic_forces_ev_per_a": [[-0.1, 0.0, -0.2], [0.0, 0.0, 0.3], [-0.1, 0.1, 0.0], [-0.2, -0.1, -0.1], [0.1, 0.0, 0.1], [0.0, 0.0, 0.0], [0.0, 0.0, 0.0], [0.0, 0.0, 0.0], [0.1, 0.0, 0.0], [-0.1, 0.1, -0.1], [0.1, 0.0, -0.1], [0.0, 0.2, 0.1], [-0.3, -0.1, 0.2], [0.0, 0.0, 0.0], [0.0, 0.0, 0.0], [0.0, 0.0, 0.0], [0.1, -0.3, 0.0], [0.0, 0.0, 0.1], [0.0, 0.0, 0.0], [0.0, 0.0, 0.0], [0.0, 0.0, -0.1], [0.0, -0.1, 0.0], [0.0, 0.0, 0.0], [0.0, 0.0, 0.0], [0.1, 0.1, 0.1], [0.0, 0.1, 0.1], [-0.1, 0.1, 0.0], [0.0, 0.0, 0.0], [0.0, 0.0, 0.0], [0.0, 0.0, 0.0], [0.0, 0.0, 0.0], [0.0, 0.0, 0.1], [0.0, 0.0, 0.0], [-0.1, 0.0, -0.1], [0.0, 0.1, -0.1], [0.0, 0.0, 0.0], [-0.1, -0.1, 0.1], [0.0, 0.1, 0.0], [0.0, 0.1, -0.1], [0.1, -0.1, 0.0], [0.0, 0.0, 0.0], [0.0, 0.0, -0.1], [0.1, 0.0, -0.1], [0.0, 0.0, 0.0], [0.0, 0.0, 0.0], [0.0, -0.1, -0.1], [0.1, 0.0, 0.1], [0.0, 0.0, 0.1], [0.0, 0.0, 0.0], [0.0, 0.0, 0.0], [0.0, 0.0, 0.0], [0.0, 0.0, 0.0], [0.0, 0.0, 0.0], [0.0, 0.0, 0.0], [0.0, -0.1, -0.1], [0.0, 0.0, 0.0], [0.0, -0.1, -0.1], [0.0, 0.0, 0.0], [0.0, 0.0, 0.0], [0.0, 0.0, 0.0], [0.0, 0.0, 0.0], [0.0, 0.0, 0.0], [0.0, 0.0, 0.0], [0.0, 0.0, 0.0], [0.0, 0.0, 0.0], [0.0, 0.0, 0.0], [0.0, 0.0, 0.0], [0.0, 0.0, 0.0], [0.0, 0.0, 0.0], [0.0, 0.0, 0.0], [0.0, 0.0, 0.0], [0.0, 0.0, 0.0], [0.0, 0.0, 0.0], [0.0, 0.0, 0.0], [0.0, 0.0, 0.0], [0.0, 0.0, 0.0], [0.0, 0.0, 0.0], [0.1, 0.0, 0.0], [0.0, 0.0, 0.0], [0.1, -0.1, 0.0], [0.0, 0.0, 0.0], [0.0, 0.0, 0.0], [0.0, 0.0, 0.0], [0.0, 0.0, 0.0], [0.0, 0.0, 0.0], [0.0, 0.0, 0.0], [0.0, 0.0, 0.0], [0.0, 0.0, 0.0], [0.0, 0.0, 0.0], [0.0, 0.0, 0.0], [0.0, 0.0, 0.0], [0.0, 0.0, 0.0], [0.0, 0.0, -0.1], [0.0, 0.0, 0.0], [0.0, 0.0, 0.0], [0.0, -0.1, 0.0], [0.2, 0.0, 0.0], [0.0, 0.1, -0.1], [-0.1, -0.1, 0.1], [0.0, 0.0, 0.0], [0.0, 0.0, 0.0], [0.0, 0.0, 0.0], [0.0, 0.0, 0.0]], "mulliken_charge": [0.64, -0.85, -0.14, -0.36, 0.72, -0.78, -0.63, -0.60, 0.49, 0.27, 0.48, -1.14, -0.68, 0.47, 0.38, 0.47, 0.13, -0.52, -0.56, -0.75, 0.43, 0.52, -0.72, -0.30, -0.63, 0.11, 0.29, 0.48, 0.45, 0.48, 0.43, 0.28, -1.54, 2.23, -2.14, -1.80, -0.05, -0.24, -0.98, -0.17, -0.61, 0.44, 0.06, 0.63, 0.01, -0.31, -1.11, -0.13, 2.30, -2.23, -1.85, -1.50, 0.47, 0.28, 0.25, 0.45, 0.36, 0.38, 0.46, 0.39, 0.30, 0.48, 0.43, 0.34, 0.25, 0.44, 0.27, 0.40, 0.42, 0.42, 0.41, 0.46, 0.29, 0.19, 0.30, 0.48, -0.31, -0.70, 1.06, -0.71, -0.08, -0.24, -0.42, -0.45, -0.41, -0.43, 0.43, 0.33, 0.35, 0.33, 0.42, -0.62, 0.08, 0.45, -0.50, -0.65, -0.86, 0.28, -0.57, 0.45, 0.65, 0.73, 0.61], "molar_mass_g_mol": 894.348, "e_above_lowest_kcal_mol": 0.0, "energy_ev": -74608.2261, "homo_lumo_gap_ev": 6.47, "homo_ev": -2.587, "charge": -2}

---

Record 2
{"formula": "C43H42N3O3ScSe2Te", "method": "ωB97M-V/def2-TZVPD", "elements": ["Sc", "Se", "Se", "C", "C", "C", "C", "C", "N", "C", "C", "C", "C", "C", "N", "H", "H", "H", "H", "H", "H", "H", "H", "C", "C", "C", "C", "C", "C", "Te", "N", "C", "O", "C", "C", "C", "C", "C", "C", "C", "C", "C", "C", "C", "C", "C", "C", "C", "C", "H", "H", "H", "H", "H", "H", "H", "H", "H", "H", "H", "H", "H", "H", "H", "H", "H", "H", "H", "H", "H", "H", "H", "C", "C", "C", "C", "C", "C", "C", "C", "C", "C", "O", "O", "H", "H", "H", "H", "H", "H", "H", "H", "H", "H", "H"], "positions_angstrom": [[-0.986534, 0.697578, -0.740557], [-3.939734, 1.458278, -1.601657], [-3.337934, 0.413778, -3.552857], [-2.816334, -1.273522, -2.768357], [-3.453834, -2.430522, -3.202957], [-3.065734, -3.637822, -2.652157], [-2.050434, -3.641522, -1.705457], [-1.489834, -2.435322, -1.323057], [-1.877534, -1.260622, -1.827457], [-2.815734, 3.044378, -1.581257], [-3.318534, 4.269478, -1.985757], [-2.500134, 5.379778, -1.842657], [-1.243434, 5.220678, -1.275457], [-0.830534, 3.949978, -0.900157], [-1.603334, 2.875378, -1.071057], [-4.236934, -2.364822, -3.944157], [-3.544234, -4.556622, -2.955257], [-1.702434, -4.562822, -1.263757], [-0.693034, -2.396322, -0.586157], [-4.315734, 4.328578, -2.398357], [-2.847434, 6.352478, -2.157357], [-0.593134, 6.068678, -1.122357], [0.128866, 3.768278, -0.423257], [6.764666, -1.617922, 4.810443], [5.626666, -1.220122, 3.923643], [5.800666, -1.042022, 2.559343], [4.744966, -0.672122, 1.738443], [4.986966, -0.453222, 0.279043], [3.468866, -0.501622, 2.276243], [1.776266, 0.161878, 0.996543], [0.964666, 1.238978, -0.794257], [0.945566, 1.164078, -2.094457], [-0.221834, 0.919078, -2.597457], [2.118766, 1.364678, -2.962257], [2.053266, 1.054578, -4.319157], [3.188666, 1.162878, -5.101157], [4.388266, 1.572478, -4.540057], [4.446266, 1.914378, -3.196757], [3.314966, 1.821978, -2.410657], [1.918866, -1.609622, -0.191257], [2.362066, -1.543922, -1.503257], [2.410566, -2.677422, -2.296457], [2.025666, -3.896722, -1.770857], [1.613966, -3.973122, -0.451957], [1.554166, -2.840922, 0.357643], [1.126266, -2.950822, 1.786443], [3.286666, -0.630822, 3.656343], [1.956666, -0.412222, 4.312943], [4.361466, -1.002622, 4.452143], [7.702266, -1.632822, 4.262143], [6.587866, -2.610822, 5.221443], [6.860966, -0.929022, 5.647143], [6.781266, -1.176622, 2.125443], [6.027066, -0.199322, 0.094443], [4.348066, 0.358578, -0.079457], [4.749766, -1.353922, -0.286657], [1.111866, 0.720478, -4.731757], [3.140766, 0.915878, -6.151057], [5.280266, 1.627278, -5.146357], [5.374366, 2.244178, -2.759257], [3.340666, 2.093578, -1.362257], [2.695466, -0.607122, -1.915257], [2.757366, -2.600422, -3.315557], [2.058466, -4.787022, -2.381757], [1.339466, -4.930722, -0.034657], [0.597166, -3.884222, 1.968843], [0.477366, -2.111122, 2.057243], [2.005966, -2.923622, 2.432343], [1.304766, 0.203078, 3.691243], [2.090966, 0.078078, 5.274043], [1.466766, -1.368022, 4.495643], [4.209366, -1.107122, 5.517143], [-7.668034, 1.211378, 0.652843], [-6.240534, 1.034978, 1.054143], [-5.675534, -0.228722, 1.163543], [-4.333234, -0.423222, 1.452043], [-3.878334, -1.840222, 1.646143], [-3.487934, 0.704178, 1.589043], [-4.080734, 1.989878, 1.632943], [-3.346134, 3.245878, 1.988743], [-5.438034, 2.121178, 1.363243], [-2.038334, 0.592178, 1.291243], [-1.273634, 1.592378, 1.229843], [-1.569934, -0.487822, 0.777443], [-7.916834, 0.545478, -0.170457], [-7.855734, 2.235878, 0.346343], [-8.328634, 0.976578, 1.486743], [-6.308634, -1.089922, 1.004343], [-4.527334, -2.512322, 1.088743], [-3.966634, -2.088722, 2.705243], [-2.847834, -1.996322, 1.347043], [-2.347934, 3.281778, 1.560743], [-3.231734, 3.294778, 3.071743], [-3.916234, 4.118078, 1.673343], [-5.880734, 3.106378, 1.384143]], "atomic_forces_ev_per_a": [[-0.7, 0.6, -1.2], [-0.2, 0.4, 0.5], [0.0, -0.3, -0.7], [-0.2, 0.3, 0.0], [0.1, 0.3, 0.0], [0.2, 0.0, 0.1], [0.0, 0.0, -0.1], [0.1, -0.1, 0.1], [0.1, -0.1, 0.0], [-0.3, -0.3, -0.2], [0.1, -0.1, 0.0], [0.1, -0.1, 0.1], [-0.1, -0.1, 0.0], [0.1, 0.1, 0.1], [0.0, 0.3, -0.2], [0.0, 0.0, 0.0], [0.0, -0.1, 0.0], [0.0, 0.0, 0.0], [-0.2, -0.1, -0.1], [0.0, 0.1, 0.0], [0.0, 0.1, 0.0], [0.0, 0.0, 0.0], [-0.1, 0.0, -0.2], [0.0, 0.0, 0.0], [-0.1, 0.0, -0.1], [-0.1, 0.0, 0.1], [-0.1, 0.0, -0.2], [0.1, 0.0, 0.0], [-0.1, 0.2, -0.1], [1.3, -0.6, 0.8], [0.8, 0.1, 0.8], [-0.2, 0.1, -0.2], [0.5, 0.0, -1.7], [0.2, 0.2, -0.3], [-0.1, 0.0, 0.3], [0.0, -0.1, -0.1], [0.0, 0.0, 0.0], [0.0, 0.0, 0.0], [-0.2, 0.0, 0.1], [-0.1, 0.1, 0.0], [0.0, 0.1, -0.1], [0.0, 0.1, 0.0], [0.0, -0.1, 0.0], [0.0, 0.0, 0.0], [0.0, 0.1, 0.1], [0.0, 0.0, 0.1], [-0.2, 0.0, -0.1], [0.0, 0.1, 0.0], [0.1, 0.0, -0.1], [0.1, 0.0, 0.0], [0.1, -0.1, 0.1], [0.0, 0.0, 0.1], [0.1, 0.0, -0.1], [0.1, 0.1, -0.1], [0.2, -0.1, -0.2], [0.0, 0.0, -0.1], [0.0, 0.0, 0.0], [0.0, 0.0, -0.1], [0.0, 0.0, -0.1], [0.1, 0.1, 0.0], [0.0, 0.0, 0.0], [0.0, 0.0, 0.0], [0.0, 0.0, -0.1], [0.0, -0.1, 0.0], [-0.1, -0.1, 0.1], [0.0, 0.0, 0.0], [0.0, -0.2, 0.1], [0.0, 0.0, 0.1], [-0.1, 0.0, 0.2], [-0.1, 0.1, 0.1], [-0.2, 0.0, 0.0], [0.0, 0.0, 0.2], [0.0, 0.0, 0.0], [0.3, -0.1, 0.2], [0.0, 0.1, 0.0], [0.1, 0.1, 0.0], [0.1, -0.1, -0.1], [-0.4, 0.1, 0.0], [0.0, -0.1, 0.1], [0.2, 0.2, -0.1], [0.0, -0.1, 0.0], [-0.2, 0.1, 1.2], [-0.2, -0.1, 0.2], [-0.3, -0.8, 0.6], [-0.1, 0.0, 0.0], [-0.1, 0.1, 0.0], [-0.1, 0.0, 0.0], [0.0, -0.2, 0.0], [0.0, -0.1, 0.0], [0.0, -0.1, 0.0], [-0.2, -0.1, 0.1], [-0.2, 0.1, 0.1], [0.0, 0.0, 0.1], [0.0, 0.0, 0.0], [0.0, 0.2, -0.1]], "mulliken_charge": [-0.42, 0.37, -0.07, -0.17, -0.84, -0.57, -1.07, -0.86, 0.88, 0.25, -1.03, -0.39, -1.08, -0.45, 1.05, 0.52, 0.46, 0.56, 0.96, 0.56, 0.46, 0.47, 0.60, -1.59, 0.75, -0.87, 0.95, -1.28, 0.00, 0.68, -0.52, 0.88, -0.75, 0.18, -0.52, -0.78, -0.43, -0.85, 0.25, 0.75, -0.41, -0.94, -1.02, -0.42, 0.54, -1.88, 0.94, -1.99, -0.80, 0.36, 0.33, 0.38, 0.38, 0.53, -0.17, 0.34, 0.47, 0.44, 0.43, 0.45, 0.48, 0.81, 0.55, 0.43, 0.52, 0.55, 0.17, 0.38, 0.19, 0.54, 0.30, 0.49, -1.71, 0.42, -0.75, 1.45, -1.30, 0.21, 1.13, -1.32, -0.96, 0.62, -0.78, 0.01, 0.39, 0.38, 0.37, 0.43, 0.43, 0.39, -0.10, 0.17, 0.35, 0.38, 0.41], "molar_mass_g_mol": 979.303, "e_above_lowest_kcal_mol": 44.1, "energy_ev": -214570.0278, "homo_lumo_gap_ev": [6.91, 7.26], "s2": 0.76, "homo_ev": [-9.721, -10.742], "charge": 1, "spin_multiplicity": 2}